A 2-piece molecular cluster, CH8N5 overall, computed with the ωB97M-V functional and the def2-TZVPD basis.

Energy above the lowest of the compared OMol25 structures with the same formula, charge and spin ... 165.3 kcal per mole
HOMO (alpha / beta) ... -0.5103 / -0.4928 hartree
Charge ... +1

Last column: Mulliken charge in e.
Atoms and positions in Å:
C (0.317, -0.497, -0.012)  0.28
N (-0.137, 0.112, 1.030)  -0.07
N (0.706, -0.081, -1.173)  -0.32
N (0.334, -3.089, -0.370)  -0.46
N (-0.604, 2.212, 0.005)  -0.42
N (-0.628, 1.508, 1.131)  -0.29
H (-0.656, -0.544, 1.670)  0.31
H (0.361, 0.940, -1.445)  0.32
H (0.951, -0.793, -1.935)  0.34
H (-0.583, -3.404, -0.322)  0.24
H (0.989, -3.624, 0.222)  0.26
H (0.169, 2.910, -0.036)  0.27
H (-1.338, 2.478, -0.607)  0.24
H (0.119, 1.871, 1.842)  0.32

An isolated ion of composition C7H14BBrF3N6O2 and charge +1, computed with the ωB97M-V functional and the def2-TZVPD basis.

Structure (SMILES) ... NCCNc1nc(Br)n(B(N)O)[n+]1C[C@H](O)C(F)(F)F
HOMO ... -0.4360 hartree
Charge ... +1

Last column: Mulliken charge in e.
Atoms and positions in Å:
N (-2.714, -3.293, -1.086)  -0.59
C (-2.247, -2.933, 0.253)  -0.48
C (-2.722, -1.562, 0.765)  -0.65
N (-1.664, -0.548, 0.908)  -0.08
C (-0.956, -0.091, -0.109)  0.54
N (-1.099, -0.505, -1.384)  -0.43
C (-0.209, 0.198, -2.044)  0.08
Br (0.064, 0.049, -3.858)  -0.04
N (0.505, 1.037, -1.298)  0.06
B (1.612, 1.990, -1.828)  0.52
N (1.223, 3.192, -2.457)  -0.43
O (2.900, 1.658, -1.673)  -0.53
N (0.003, 0.847, -0.013)  0.14
C (0.496, 1.555, 1.154)  -1.15
C (1.764, 0.995, 1.823)  0.10
O (2.929, 1.321, 1.120)  -0.52
C (1.758, -0.525, 1.988)  0.61
F (2.878, -0.965, 2.559)  -0.25
F (1.616, -1.166, 0.805)  -0.24
F (0.701, -0.876, 2.764)  -0.27
H (-1.943, -3.305, -1.740)  0.29
H (-3.366, -2.610, -1.450)  0.25
H (-1.154, -2.945, 0.271)  0.24
H (-2.590, -3.696, 0.957)  0.32
H (-3.500, -1.160, 0.110)  0.38
H (-3.166, -1.649, 1.756)  0.35
H (-1.474, -0.203, 1.833)  0.23
H (0.228, 3.374, -2.461)  0.25
H (1.555, 3.309, -3.407)  0.24
H (3.093, 0.795, -1.292)  0.32
H (-0.320, 1.602, 1.878)  0.54
H (0.698, 2.587, 0.857)  0.37
H (1.779, 1.388, 2.846)  0.47
H (3.321, 2.135, 1.454)  0.36

C28H76N12O16PZn2 as an isolated structure, computed with the ωB97M-V functional and the def2-TZVPD basis.

HOMO ... -0.3955 hartree
Charge ... +1

Last column: Mulliken charge in e.
Atoms and positions in Å:
Zn (-2.534, -0.960, -2.321)  1.11
Zn (-0.739, 0.613, 0.617)  1.82
P (-0.290, -0.709, -1.149)  0.41
O (-1.660, -0.135, -0.907)  -1.40
O (-0.681, -1.340, -2.519)  -1.89
O (-0.286, -1.349, 0.217)  -0.55
O (0.403, 0.640, -0.976)  3.04
C (3.853, 1.499, -1.779)  0.50
O (3.530, 2.649, -1.459)  -0.80
N (5.009, 1.244, -2.278)  -0.31
N (3.098, 0.439, -1.749)  0.99
H (5.136, 0.304, -2.625)  0.11
H (5.656, 2.015, -2.367)  0.31
H (3.473, -0.320, -2.299)  0.13
H (2.123, 0.530, -1.501)  -1.32
C (0.301, 2.806, -3.842)  0.73
O (-0.725, 2.316, -4.169)  -0.71
N (1.111, 2.257, -3.009)  0.38
N (0.713, 3.937, -4.366)  -0.45
H (1.995, 2.659, -2.731)  0.15
H (0.614, 1.639, -2.383)  -1.42
H (1.559, 4.433, -4.123)  0.17
H (0.036, 4.378, -4.972)  0.25
C (-2.784, -3.641, -0.588)  0.48
O (-3.147, -2.686, -1.323)  -0.40
N (-1.743, -3.615, 0.217)  0.00
N (-3.241, -4.853, -0.672)  -0.37
H (-1.631, -4.377, 0.872)  0.29
H (-1.253, -2.737, 0.310)  -0.70
H (-3.879, -5.101, -1.414)  0.32
H (-2.861, -5.543, -0.039)  0.13
C (1.975, -1.675, -4.323)  0.34
O (2.943, -1.687, -5.019)  -0.76
N (1.269, -0.602, -4.234)  0.30
N (1.432, -2.719, -3.805)  -0.10
H (0.468, -0.571, -3.621)  -0.22
H (1.537, 0.256, -4.695)  0.07
H (1.674, -3.689, -3.943)  0.21
H (0.646, -2.476, -3.219)  0.15
C (-1.074, 4.222, 4.003)  -1.08
O (-0.679, 2.934, 3.422)  -0.16
C (0.330, 2.169, 4.121)  -1.38
C (0.254, 0.705, 3.618)  -0.73
N (0.582, 0.471, 2.209)  1.87
C (1.863, 1.122, 1.828)  0.37
C (3.146, 0.647, 2.463)  -1.61
O (3.293, 1.242, 3.734)  -0.23
C (4.411, 0.771, 4.390)  -0.89
H (-1.867, 4.116, 4.744)  0.27
H (-1.403, 4.833, 3.163)  0.28
H (-0.316, 4.798, 4.533)  0.38
H (0.076, 2.204, 5.180)  0.59
H (1.254, 2.721, 3.944)  0.45
H (-0.710, 0.289, 3.913)  0.61
H (0.922, 0.115, 4.245)  0.51
H (0.860, -0.496, 2.293)  -1.79
H (1.855, 2.199, 1.993)  0.06
H (1.957, 1.024, 0.747)  -0.38
H (3.908, 0.800, 1.698)  0.69
H (3.077, -0.424, 2.650)  0.29
H (4.495, -0.315, 4.361)  0.30
H (4.468, 1.241, 5.372)  0.27
H (5.284, 1.053, 3.800)  0.34
C (-5.450, -0.726, -0.547)  -0.78
O (-4.429, -0.353, -1.494)  0.35
C (-4.841, 0.848, -2.130)  -0.89
C (-3.641, 1.553, -2.787)  0.23
N (-2.797, 0.664, -3.562)  -0.06
C (-3.298, 0.235, -4.917)  -0.73
C (-2.783, -1.141, -5.218)  -0.71
O (-2.976, -1.929, -4.001)  -0.12
C (-2.714, -3.288, -4.407)  -0.89
H (-6.427, -0.581, -1.007)  0.44
H (-5.326, -0.037, 0.288)  0.10
H (-5.409, -1.787, -0.298)  0.14
H (-5.249, 1.619, -1.476)  0.51
H (-5.555, 0.580, -2.909)  0.59
H (-3.063, 2.160, -2.090)  -0.61
H (-3.941, 2.354, -3.463)  0.60
H (-1.920, 1.151, -3.678)  -0.35
H (-2.958, 1.015, -5.599)  0.38
H (-4.387, 0.212, -4.880)  0.40
H (-1.707, -1.043, -5.359)  0.37
H (-3.212, -1.534, -6.140)  0.54
H (-1.835, -3.310, -5.051)  0.37
H (-3.498, -3.876, -4.885)  0.26
H (-2.403, -3.911, -3.568)  0.21
C (-2.959, -0.936, 2.382)  -0.88
O (-2.482, 0.209, 1.623)  0.52
C (-2.997, 1.395, 2.191)  -1.13
C (-2.723, 2.556, 1.220)  -0.58
N (-1.245, 2.585, 0.971)  1.04
C (-0.918, 3.562, -0.077)  -0.48
C (0.617, 4.041, 0.067)  -0.27
O (0.792, 4.763, 1.273)  -0.28
C (2.037, 5.375, 1.371)  -0.97
H (-4.038, -0.926, 2.537)  0.44
H (-2.436, -1.071, 3.328)  0.19
H (-2.678, -1.847, 1.854)  0.04
H (-2.637, 1.564, 3.206)  0.15
H (-4.061, 1.172, 2.267)  1.03
H (-3.076, 3.530, 1.561)  0.58
H (-3.225, 2.265, 0.298)  -0.25
H (-0.861, 2.950, 1.831)  -0.40
H (-1.474, 4.496, 0.004)  0.78
H (-1.007, 3.283, -1.126)  -0.51
H (0.954, 4.539, -0.842)  0.82
H (1.334, 3.222, 0.116)  -0.50
H (2.905, 4.749, 1.164)  0.31
H (2.296, 5.804, 2.340)  0.34
H (2.185, 6.083, 0.556)  0.34
C (4.742, -2.897, -1.527)  -0.48
O (4.180, -3.491, -0.324)  -0.52
C (2.962, -2.858, 0.062)  0.31
C (2.370, -3.401, 1.389)  -1.07
N (1.385, -2.432, 1.865)  1.64
C (0.716, -2.988, 3.030)  -0.37
C (1.649, -3.062, 4.252)  -0.74
O (0.906, -3.292, 5.386)  -0.37
C (1.633, -3.579, 6.620)  -0.80
H (5.647, -3.416, -1.844)  0.35
H (4.940, -1.826, -1.481)  0.10
H (3.985, -3.094, -2.286)  0.22
H (2.238, -2.763, -0.747)  0.11
H (3.331, -1.876, 0.357)  0.01
H (3.218, -3.578, 2.051)  0.33
H (1.833, -4.325, 1.173)  0.26
H (0.704, -2.145, 1.177)  -0.61
H (0.273, -3.982, 2.967)  0.48
H (-0.118, -2.350, 3.322)  -0.28
H (2.297, -2.204, 4.434)  0.22
H (2.302, -3.907, 4.032)  0.60
H (2.364, -4.377, 6.487)  0.32
H (0.912, -4.001, 7.321)  0.27
H (1.964, -2.665, 7.112)  0.28

A single C14H9BrN4O4 molecule, computed with the ωB97M-V functional and the def2-TZVPD basis.

Structure (SMILES) ... CC1=C(C#N)C(=O)NC(=O)/C1=N\Nc1ccc(Br)cc1C(=O)O
HOMO ... -0.3208 hartree
Charge ... 0

Last column: Mulliken charge in e.
Atoms and positions in Å:
N (3.032, -4.470, 3.328)  -0.51
O (-0.662, 3.982, -2.680)  -0.56
O (4.365, -0.941, 3.334)  -0.64
O (2.045, 1.631, 0.828)  -0.70
Br (-5.066, 1.108, -4.071)  -0.17
C (2.820, -3.427, 2.866)  -0.02
N (-0.069, -0.508, 0.342)  -0.52
O (0.191, 3.318, -0.691)  -0.48
C (-0.688, 3.216, -1.738)  0.54
C (3.390, -0.955, 2.613)  0.24
C (2.040, 0.471, 1.271)  0.48
C (2.515, -2.147, 2.352)  0.20
C (1.373, -1.992, 1.522)  1.02
C (1.084, -0.641, 0.964)  0.13
C (-3.471, -0.079, -2.056)  -0.55
C (-2.745, 2.168, -2.698)  -0.67
C (-2.423, -0.126, -1.147)  -0.34
C (-3.631, 1.054, -2.870)  0.00
C (-1.648, 2.064, -1.817)  0.37
C (-1.501, 0.887, -1.057)  0.18
N (3.153, 0.265, 2.006)  -0.06
N (-0.431, 0.707, -0.173)  0.03
C (0.395, -3.105, 1.191)  -1.52
H (0.803, 4.056, -0.911)  0.35
H (-4.161, -0.921, -2.155)  0.39
H (-2.927, 3.067, -3.280)  0.49
H (-2.320, -1.003, -0.525)  0.46
H (3.795, 1.038, 2.182)  0.26
H (0.284, 1.490, -0.168)  0.53
H (0.588, -3.378, 0.152)  0.33
H (0.514, -4.023, 1.737)  0.46
H (-0.643, -2.804, 1.349)  0.29

A 2-piece molecular cluster, C6H8I2N3 overall, computed with the ωB97M-V functional and the def2-TZVPD basis.

Energy above the lowest of the compared OMol25 structures with the same formula, charge and spin ... 37.9 kcal per mole
HOMO (alpha / beta) ... -0.4456 / -0.4456 hartree
Charge ... +1

Last column: Mulliken charge in e.
Atoms and positions in Å:
C (-1.740, -0.891, -0.435)  -0.16
C (-1.001, 0.676, 1.555)  -0.31
C (-2.629, -0.032, 0.175)  -0.14
C (0.078, -0.038, 0.802)  0.71
C (0.380, -1.276, -1.261)  -1.28
C (2.643, 1.244, -0.193)  -0.44
N (-2.198, 0.788, 1.122)  -0.40
N (-0.429, -0.729, -0.205)  0.08
N (1.338, -0.100, 1.152)  -0.74
I (-4.680, 0.021, -0.314)  0.20
I (1.625, 2.997, -0.318)  0.34
H (-1.901, -1.414, -1.341)  0.47
H (-0.718, 1.184, 2.496)  0.34
H (0.164, -2.382, -1.236)  0.41
H (0.050, -0.983, -2.219)  0.37
H (1.403, -1.180, -1.125)  0.56
H (3.531, 0.982, 0.457)  0.40
H (2.469, 0.678, -1.131)  0.28
H (1.615, 0.455, 2.019)  0.32

Values of strongest force on any atom, in order: 4.66, 1.20, 6.36, 3.91, 3.73, all in eV Å⁻¹.